{
  "formula": "C40H80F12N4O8",
  "method": "ωB97M-V/def2-TZVPD",
  "de_lowest_kj_mol": 0.0,
  "e_homo_ha": -0.2979,
  "gap_ha": 0.3165,
  "multiplicity": 1,
  "species": ["C", "C", "O", "C", "O", "C", "F", "F", "F", "H", "H", "H", "H", "H", "C", "C", "O", "C", "O", "C", "F", "F", "F", "H", "H", "H", "H", "H", "C", "C", "O", "C", "O", "C", "F", "F", "F", "H", "H", "H", "H", "H", "C", "C", "O", "C", "O", "C", "F", "F", "F", "H", "H", "H", "H", "H", "C", "C", "N", "C", "C", "C", "C", "H", "H", "H", "H", "H", "H", "H", "H", "H", "H", "H", "H", "H", "H", "H", "C", "C", "N", "C", "C", "C", "C", "H", "H", "H", "H", "H", "H", "H", "H", "H", "H", "H", "H", "H", "H", "H", "C", "C", "N", "C", "C", "C", "C", "H", "H", "H", "H", "H", "H", "H", "H", "H", "H", "H", "H", "H", "H", "H", "C", "C", "N", "C", "C", "C", "C", "H", "H", "H", "H", "H", "H", "H", "H", "H", "H", "H", "H", "H", "H", "H"],
  "positions_angstrom": [[1.168, -2.429, -3.523], [1.159, -1.796, -4.896], [-0.109, -1.135, -5.073], [-0.121, -0.046, -5.818], [0.799, 0.421, -6.423], [-1.520, 0.596, -5.898], [-2.439, -0.083, -5.195], [-1.475, 1.839, -5.428], [-1.913, 0.635, -7.175], [1.397, -1.730, -2.722], [1.984, -3.157, -3.474], [0.251, -2.967, -3.292], [1.186, -2.606, -5.626], [1.998, -1.122, -5.033], [-4.420, 1.398, 2.267], [-4.584, 0.260, 3.249], [-3.531, -0.706, 3.094], [-2.472, -0.560, 3.853], [-2.186, 0.383, 4.532], [-1.472, -1.726, 3.692], [-1.136, -2.202, 4.901], [-1.956, -2.735, 2.964], [-0.358, -1.280, 3.103], [-3.469, 1.909, 2.406], [-5.221, 2.122, 2.440], [-4.499, 1.065, 1.233], [-5.532, -0.255, 3.119], [-4.554, 0.655, 4.266], [1.249, 0.370, 0.834], [0.783, -0.687, -0.118], [-0.273, -0.198, -0.968], [-1.465, -0.034, -0.450], [-1.819, -0.321, 0.656], [-2.432, 0.692, -1.406], [-3.492, -0.098, -1.643], [-2.866, 1.812, -0.815], [-1.889, 1.039, -2.567], [1.655, 1.239, 0.312], [1.976, 0.051, 1.570], [0.384, 0.765, 1.376], [0.452, -1.585, 0.412], [1.542, -1.002, -0.829], [-5.396, 1.395, -3.811], [-5.783, 2.854, -3.595], [-4.840, 3.479, -2.713], [-3.818, 4.087, -3.286], [-3.561, 4.124, -4.451], [-2.894, 4.791, -2.269], [-3.220, 4.532, -1.003], [-1.633, 4.409, -2.468], [-2.983, 6.114, -2.453], [-4.338, 1.273, -4.026], [-6.018, 0.919, -4.565], [-5.599, 0.878, -2.868], [-6.771, 2.918, -3.144], [-5.838, 3.400, -4.537], [-1.310, 4.319, 3.544], [-0.547, 3.134, 4.136], [0.723, 3.531, 4.707], [1.277, 2.486, 5.545], [2.433, 2.933, 6.429], [1.664, 4.090, 3.746], [2.097, 3.140, 2.631], [-2.344, 4.037, 3.329], [-0.848, 4.673, 2.622], [-1.386, 5.142, 4.258], [-1.154, 2.691, 4.922], [-0.424, 2.383, 3.337], [0.465, 2.151, 6.202], [1.545, 1.569, 4.986], [2.138, 3.792, 7.032], [2.783, 2.124, 7.067], [3.283, 3.255, 5.819], [2.539, 4.429, 4.300], [1.232, 4.992, 3.311], [1.287, 2.986, 1.916], [2.476, 2.189, 3.000], [2.866, 3.646, 2.041], [4.481, -0.899, -2.540], [4.817, 0.548, -2.173], [3.673, 1.392, -1.868], [4.113, 2.660, -1.295], [4.688, 2.514, 0.116], [2.893, 1.634, -3.077], [1.521, 2.250, -2.843], [3.761, -1.317, -1.832], [5.371, -1.524, -2.505], [4.034, -0.922, -3.535], [5.456, 0.506, -1.291], [5.417, 0.987, -2.993], [4.859, 3.137, -1.954], [3.243, 3.311, -1.199], [4.910, 3.486, 0.551], [3.941, 2.028, 0.745], [5.560, 1.862, 0.140], [2.712, 0.689, -3.601], [3.468, 2.229, -3.812], [0.961, 2.227, -3.783], [1.573, 3.311, -2.591], [0.961, 1.693, -2.097], [4.626, -0.968, 1.422], [4.970, -1.978, 2.540], [4.052, -2.050, 3.662], [4.017, -0.839, 4.463], [5.362, -0.476, 5.082], [2.703, -2.471, 3.301], [2.625, -3.901, 2.766], [5.556, -0.635, 0.954], [4.171, -0.060, 1.811], [4.010, -1.449, 0.663], [5.029, -2.979, 2.106], [5.981, -1.793, 2.905], [3.621, 0.023, 3.892], [3.316, -0.983, 5.288], [6.103, -0.139, 4.356], [5.227, 0.310, 5.824], [5.778, -1.359, 5.573], [2.233, -1.819, 2.548], [2.111, -2.411, 4.213], [3.205, -4.043, 1.856], [1.573, -4.113, 2.552], [2.940, -4.627, 3.516], [-2.877, -2.831, -3.754], [-2.837, -4.158, -3.004], [-4.151, -4.569, -2.507], [-4.118, -5.946, -2.019], [-3.828, -6.982, -3.110], [-4.640, -3.661, -1.459], [-3.766, -3.416, -0.246], [-3.694, -2.830, -4.474], [-1.911, -2.664, -4.221], [-3.086, -2.014, -3.060], [-2.466, -4.924, -3.689], [-2.108, -4.139, -2.178], [-5.131, -6.173, -1.664], [-3.449, -6.078, -1.154], [-2.787, -6.970, -3.424], [-4.481, -6.755, -3.954], [-4.111, -7.965, -2.739], [-4.830, -2.702, -1.948], [-5.619, -4.011, -1.126], [-4.253, -2.679, 0.400], [-3.547, -4.282, 0.377], [-2.811, -2.948, -0.501]],
  "forces_ev_per_angstrom": [[0.6, -0.2, 0.4], [-0.2, -0.9, 0.3], [-0.1, 0.3, 0.3], [0.2, -0.1, -0.4], [0.0, 0.1, 0.1], [-0.3, -0.2, 0.1], [0.1, 0.1, -0.2], [0.0, 0.1, 0.0], [0.0, 0.0, 0.1], [-0.3, 0.3, -0.1], [-0.1, 0.0, -0.2], [-0.1, 0.1, -0.1], [0.2, 0.2, -0.3], [-0.1, 0.2, -0.2], [-0.3, 0.1, -0.1], [0.0, 0.8, 0.2], [-0.5, -0.7, 0.1], [0.5, 0.5, -0.5], [-0.1, -0.1, 0.3], [-0.1, -0.2, 0.0], [-0.1, 0.0, -0.2], [0.1, 0.1, 0.1], [0.0, 0.0, 0.0], [0.1, -0.1, 0.0], [0.1, 0.0, 0.0], [0.1, -0.1, 0.0], [0.1, -0.3, -0.2], [0.1, -0.1, 0.0], [-0.6, 1.3, 0.0], [0.4, -0.8, 0.2], [0.0, 0.2, -0.6], [0.2, 0.2, 0.4], [-0.2, -0.2, 0.1], [-0.2, 0.0, 0.0], [0.1, 0.1, 0.0], [0.0, -0.2, 0.0], [0.1, -0.1, -0.1], [0.2, -0.2, -0.2], [0.1, -0.3, -0.1], [0.1, -0.2, 0.2], [-0.2, 0.1, 0.0], [0.2, 0.2, 0.1], [-0.4, 0.1, 0.9], [-0.2, -0.6, -1.0], [-0.2, 0.3, 0.4], [0.2, -0.2, -0.2], [0.0, 0.1, -0.2], [-0.3, 0.0, 0.2], [0.0, 0.0, 0.1], [0.0, 0.1, 0.0], [0.1, 0.0, 0.0], [0.0, 0.1, -0.3], [0.1, 0.1, -0.2], [0.1, -0.1, -0.1], [0.2, 0.1, 0.4], [0.3, 0.1, 0.1], [-0.2, -0.1, 0.2], [-0.2, 0.5, -0.4], [0.1, 0.2, 0.3], [-0.3, -0.5, 0.4], [0.2, 0.3, -0.6], [0.0, -0.2, 0.2], [-0.1, 0.7, -0.5], [0.1, -0.1, -0.2], [-0.1, 0.1, 0.0], [0.3, 0.0, 0.0], [0.1, -0.1, 0.0], [-0.1, -0.2, 0.2], [0.0, 0.1, -0.1], [0.2, 0.2, -0.1], [0.0, -0.1, 0.1], [-0.1, 0.0, 0.1], [0.0, -0.1, 0.1], [0.0, 0.0, 0.0], [-0.1, 0.0, 0.0], [-0.1, -0.3, 0.2], [0.0, -0.1, 0.0], [0.2, -0.2, 0.1], [-0.5, 0.5, 0.1], [0.4, -0.4, 0.1], [-0.2, -0.1, -0.2], [0.2, 0.0, 0.5], [-0.4, -0.5, -0.2], [-0.3, -0.2, -0.5], [0.1, 0.4, -0.5], [0.0, 0.1, 0.0], [0.1, 0.0, -0.2], [0.1, -0.3, 0.0], [0.0, 0.1, -0.1], [0.0, 0.0, 0.1], [-0.1, 0.1, 0.0], [0.0, 0.1, -0.3], [0.2, 0.0, -0.1], [0.0, 0.1, 0.0], [0.2, 0.3, 0.1], [0.1, -0.1, 0.3], [0.0, 0.1, 0.2], [0.0, -0.1, 0.1], [0.0, -0.1, 0.3], [0.0, 0.1, 0.1], [0.6, -0.3, 0.3], [0.1, -0.2, -0.3], [-0.1, 0.0, 0.2], [0.1, 0.4, 0.1], [0.1, -0.2, -0.1], [0.3, -0.5, -0.1], [-0.4, 0.2, 0.3], [-0.1, -0.1, -0.2], [-0.2, -0.1, 0.0], [-0.2, 0.3, -0.1], [0.0, 0.1, 0.0], [-0.1, 0.1, 0.2], [0.0, 0.0, 0.0], [-0.1, -0.2, -0.1], [-0.1, 0.1, 0.0], [0.0, 0.0, 0.0], [0.0, 0.1, 0.1], [0.0, 0.2, 0.1], [-0.1, 0.1, -0.1], [0.0, 0.0, -0.1], [0.1, 0.0, -0.2], [0.2, 0.1, 0.0], [-0.2, -0.2, 0.8], [-0.1, -0.1, -0.2], [0.4, -0.2, 0.4], [-0.5, -0.3, -0.1], [-0.3, 0.5, 0.3], [-0.3, 0.1, -0.5], [0.4, 0.6, 0.5], [0.2, -0.1, -0.2], [-0.1, 0.2, -0.2], [0.2, 0.1, -0.1], [-0.2, 0.0, 0.0], [0.1, 0.2, -0.1], [0.1, 0.1, 0.1], [0.1, 0.0, -0.1], [0.0, -0.2, -0.1], [0.2, 0.0, -0.1], [0.2, -0.1, 0.0], [0.0, 0.0, 0.1], [0.0, -0.2, -0.1], [-0.1, -0.1, 0.0], [-0.1, -0.2, -0.2], [0.0, -0.1, -0.1]]
}